1.
{
  "formula": "C19H38N4OP2PbSi",
  "method": "the ωB97M-V functional and the def2-TZVPD basis",
  "homo_energy_ev": -5.268,
  "e_tot_ev": -60023.481,
  "multiplicity": 1,
  "homo_lumo_gap_ev": 5.36,
  "symbols": ["Pb", "Si", "P", "N", "H", "C", "H", "H", "H", "C", "H", "H", "H", "C", "H", "H", "H", "C", "H", "H", "H", "H", "H", "C", "C", "C", "C", "C", "C", "H", "H", "H", "H", "H", "C", "O", "C", "H", "H", "H", "C", "H", "H", "H", "C", "N", "C", "N", "C", "N", "C", "P", "C", "C", "H", "H", "H", "H", "H", "H", "H", "H", "H", "H", "H", "H"],
  "xyz": [[-0.196, 0.402, -1.088], [-0.278, -2.266, 0.795], [-1.736, -0.642, -3.168], [-1.595, 1.875, -0.207], [0.897, -0.533, 0.437], [-1.743, 0.716, -4.378], [-2.072, 0.318, -5.344], [-0.734, 1.148, -4.464], [-2.437, 1.489, -4.031], [-1.322, -2.089, -4.187], [-1.975, -2.091, -5.071], [-1.482, -3.004, -3.600], [-0.271, -2.032, -4.501], [-3.501, -0.843, -2.765], [-4.089, -0.729, -3.686], [-3.799, -0.083, -2.033], [-3.662, -1.843, -2.340], [0.700, -3.384, -0.373], [1.768, -3.208, -0.335], [0.334, -3.267, -1.387], [0.487, -4.388, -0.028], [-0.911, -3.035, 1.887], [-1.348, -1.575, 0.010], [-2.752, 1.815, 0.367], [-4.616, 3.097, 1.321], [-3.409, 3.069, 0.659], [-3.455, 0.585, 0.769], [-4.645, 0.645, 1.433], [-5.235, 1.891, 1.720], [-5.086, 4.069, 1.536], [-2.875, 3.966, 0.326], [-2.951, -0.381, 0.533], [-5.134, -0.299, 1.740], [-6.177, 1.927, 2.252], [2.215, 1.337, -3.465], [1.225, 1.903, -3.930], [3.070, 1.924, -2.338], [3.706, 1.140, -1.894], [2.511, 2.306, -1.460], [3.719, 2.705, -2.713], [2.428, -0.173, -3.647], [2.400, -0.499, -4.679], [1.691, -0.789, -3.061], [3.396, -0.415, -3.187], [3.050, -0.920, 4.239], [3.576, -0.674, 2.873], [3.629, 0.785, 2.625], [2.315, 1.447, 2.847], [1.819, 1.164, 4.190], [1.719, -0.289, 4.467], [0.668, -0.940, 3.687], [1.090, -0.797, 1.902], [2.833, -1.400, 1.859], [1.349, 1.114, 1.824], [3.758, -0.479, 4.962], [2.955, -2.004, 4.391], [3.979, 0.967, 1.597], [4.332, 1.227, 3.352], [0.824, 1.612, 4.292], [2.532, 1.607, 4.899], [0.600, -2.004, 3.954], [-0.301, -0.465, 3.877], [3.250, -1.234, 0.857], [2.830, -2.476, 2.078], [0.372, 1.600, 1.965], [1.762, 1.399, 0.839]],
  "atomic_forces_ev_per_a": [[-1.0488, 2.8740, -0.0321], [0.1030, -0.4520, 1.6163], [-0.5399, -0.0531, 0.2352], [3.6210, -1.5952, -1.8292], [1.0921, -0.0714, -1.6406], [0.2359, 0.1235, 0.0031], [-0.0201, 0.1872, 0.0609], [-0.4398, -0.1369, -0.0684], [0.1711, -0.0910, -0.0740], [-0.0913, -0.1541, -0.1239], [0.2176, -0.1932, 0.1325], [0.0890, 0.1846, -0.2381], [-0.2940, -0.0672, 0.0408], [-0.1248, -0.1443, -0.3022], [-0.0627, -0.1098, 0.2504], [0.0849, -0.1647, -0.1196], [-0.0534, 0.2725, -0.0447], [-0.2735, 0.5597, 0.5169], [0.2160, 0.0191, -0.0946], [0.0646, -0.0281, -0.2165], [0.0748, -0.3460, -0.0660], [-0.5622, -0.6737, -0.2430], [0.3060, 0.0522, 0.2728], [-2.4299, -0.7656, 1.1709], [-0.1613, -0.5202, 0.1075], [0.2587, -0.4214, -0.1200], [1.6274, 0.6190, -0.8545], [-0.8806, 0.3291, 0.4523], [-0.1793, 0.0766, 0.0844], [0.1264, -0.5299, -0.0438], [-0.3393, -0.2752, 0.2159], [-0.5018, 0.8241, 0.2254], [0.1850, 0.6683, -0.1311], [0.0128, -0.0131, -0.0241], [-2.5375, -0.4875, 1.2566], [2.1673, -0.4881, 0.2347], [0.3302, -0.3317, 0.4382], [-0.0844, 0.2837, -0.4160], [-0.2507, 0.0935, -0.9306], [0.0919, 0.3126, -0.0480], [0.5181, -0.1553, 0.5149], [-0.0486, 0.0428, -0.2372], [0.3366, 0.9730, -0.5100], [-0.1721, -0.2070, -0.5112], [-0.6838, 0.6799, -0.3266], [0.5054, 0.1847, 0.4279], [-0.8387, -0.1181, 0.5623], [0.7330, 0.4964, -0.0342], [0.2573, -0.6589, -0.1474], [0.9522, 0.2538, 0.7922], [0.7776, 0.1624, 0.2771], [-1.6543, 0.1182, -1.6894], [-0.4593, 0.0593, 0.1514], [-0.0827, -0.9021, 0.6895], [-0.2629, -0.2687, -0.2915], [0.1191, 0.3015, 0.0487], [-0.1586, -0.0023, 0.3632], [-0.1663, -0.2199, -0.3547], [0.2334, -0.0068, 0.1274], [-0.3156, -0.1433, -0.0158], [-0.0624, 0.1606, 0.0327], [0.0909, -0.0798, -0.0435], [-0.0536, -0.0237, 0.2511], [0.1832, 0.1921, -0.0303], [0.3317, 0.1049, -0.0141], [-0.2799, -0.3100, 0.3137]]
}

---

2.
{
  "formula": "C19H38O2",
  "method": "the ωB97M-V functional and the def2-TZVPD basis",
  "homo_energy_ev": -10.247,
  "e_tot_ev": -24416.005,
  "relative_energy_kcal_mol": 6.3,
  "multiplicity": 1,
  "homo_lumo_gap_ev": 11.17,
  "symbols": ["C", "C", "C", "C", "C", "C", "C", "C", "C", "C", "C", "C", "C", "C", "H", "H", "C", "C", "O", "O", "C", "C", "H", "H", "H", "C", "H", "H", "H", "H", "H", "H", "H", "H", "H", "H", "H", "H", "H", "H", "H", "H", "H", "H", "H", "H", "H", "H", "H", "H", "H", "H", "H", "H", "H", "H", "H", "H", "H"],
  "xyz": [[-8.499, -3.020, -0.025], [-8.156, -1.539, -0.134], [-6.678, -1.276, 0.142], [-6.326, 0.206, 0.034], [-4.847, 0.466, 0.311], [-4.498, 1.948, 0.189], [-3.052, 2.266, 0.569], [-2.029, 1.700, -0.414], [-0.605, 2.097, -0.034], [0.444, 1.649, -1.054], [0.536, 0.136, -1.264], [0.817, -0.678, 0.000], [2.108, -0.310, 0.731], [3.360, -0.552, -0.106], [3.372, -1.582, -0.466], [3.361, 0.101, -0.979], [4.632, -0.298, 0.698], [5.875, -0.643, -0.092], [5.907, -1.355, -1.062], [6.948, -0.053, 0.441], [8.224, -0.308, -0.172], [9.105, 0.900, 0.110], [9.239, 1.017, 1.183], [10.075, 0.766, -0.358], [8.644, 1.803, -0.283], [8.814, -1.597, 0.391], [9.787, -1.783, -0.054], [8.160, -2.435, 0.164], [8.925, -1.516, 1.470], [8.060, -0.423, -1.251], [4.640, -0.921, 1.597], [4.702, 0.742, 1.020], [2.169, -0.915, 1.640], [2.073, 0.736, 1.041], [-0.020, -0.566, 0.693], [0.865, -1.734, -0.281], [1.321, -0.060, -1.998], [-0.400, -0.222, -1.698], [0.213, 2.110, -2.018], [1.418, 2.029, -0.741], [-0.366, 1.686, 0.949], [-0.554, 3.186, 0.050], [-2.251, 2.070, -1.418], [-2.109, 0.613, -0.432], [-2.932, 3.352, 0.613], [-2.848, 1.873, 1.568], [-5.164, 2.518, 0.843], [-4.683, 2.280, -0.836], [-4.249, -0.114, -0.393], [-4.604, 0.121, 1.319], [-6.572, 0.563, -0.970], [-6.933, 0.774, 0.743], [-6.430, -1.633, 1.145], [-6.073, -1.844, -0.569], [-8.762, -0.973, 0.578], [-8.404, -1.182, -1.136], [-9.555, -3.185, -0.226], [-8.277, -3.390, 0.974], [-7.919, -3.599, -0.740]],
  "atomic_forces_ev_per_a": [[-0.0823, 0.2476, -0.0465], [0.2320, -0.2654, 0.0804], [-0.3499, 0.3722, -0.1213], [0.3336, -0.3671, 0.1120], [-0.2945, 0.3613, -0.1614], [0.2302, -0.1752, 0.2580], [-0.1572, -0.0336, -0.3365], [0.1296, 0.1893, 0.4266], [-0.0059, -0.0842, -0.3436], [-0.0514, -0.1128, 0.1158], [0.0132, 0.0585, 0.1141], [0.0664, 0.1544, -0.0420], [-0.0343, -0.1710, -0.2339], [0.0278, 0.0730, 0.3302], [-0.0150, 0.0164, -0.0875], [0.0050, -0.0414, -0.1075], [-0.0992, -0.1250, -0.3673], [-0.3225, 0.0372, 0.1194], [0.0327, -0.0869, -0.0905], [0.2298, 0.2509, 0.2527], [0.4739, -0.1770, -0.3095], [-0.4124, -0.2285, -0.0453], [0.0665, 0.0392, 0.1251], [0.1120, -0.0075, -0.0361], [0.0025, 0.1045, -0.0362], [-0.3439, 0.2393, -0.1453], [0.1204, -0.0419, -0.0351], [-0.0014, -0.0911, -0.0108], [0.0522, 0.0116, 0.1112], [0.0369, 0.0472, 0.2365], [0.0361, 0.0482, 0.0538], [0.0180, -0.0302, 0.0709], [0.0228, 0.0618, 0.0752], [0.0033, 0.0766, 0.1185], [-0.0786, -0.0800, 0.0310], [-0.0586, -0.0544, 0.0641], [-0.0392, -0.0481, -0.0932], [0.0161, -0.0424, -0.0940], [0.0679, 0.0728, -0.0149], [0.0785, 0.0665, -0.0637], [0.0130, 0.0333, 0.1211], [-0.0027, 0.0105, 0.0961], [-0.0313, -0.0467, -0.1131], [-0.0274, -0.0950, -0.1084], [0.0677, 0.0217, 0.0733], [0.0298, 0.0394, 0.0913], [-0.0796, 0.0358, -0.0500], [-0.0667, 0.0700, -0.0481], [0.0675, -0.0944, 0.0200], [0.0712, -0.0696, 0.0480], [-0.0638, 0.0673, -0.0347], [-0.0598, 0.0723, -0.0119], [0.0643, -0.0739, 0.0367], [0.0691, -0.0765, 0.0103], [-0.0351, 0.0817, -0.0356], [-0.0425, 0.0863, -0.0014], [-0.0889, -0.1197, -0.0039], [0.0114, -0.0948, 0.0938], [0.0426, -0.1125, -0.0571]]
}

---

3.
{
  "formula": "C19H39BO14",
  "method": "the ωB97M-V functional and the def2-TZVPD basis",
  "homo_energy_ev": -10.712,
  "e_tot_ev": -49681.635,
  "multiplicity": 1,
  "homo_lumo_gap_ev": 10.89,
  "symbols": ["C", "C", "C", "C", "C", "C", "O", "C", "O", "O", "B", "O", "O", "H", "H", "H", "H", "H", "H", "H", "H", "H", "H", "H", "H", "H", "H", "H", "C", "C", "O", "C", "O", "O", "C", "H", "H", "H", "H", "H", "H", "H", "H", "C", "C", "O", "C", "O", "O", "C", "H", "H", "H", "H", "H", "H", "H", "H", "C", "C", "O", "C", "O", "O", "C", "H", "H", "H", "H", "H", "H", "H", "H"],
  "xyz": [[-4.199, -0.089, -1.130], [-2.838, -0.768, -1.219], [-2.067, -0.703, 0.120], [-1.039, 0.437, 0.169], [0.249, 0.152, 0.965], [0.116, -0.744, 2.178], [-0.436, -0.007, 3.287], [-1.579, -0.437, 3.795], [-2.348, -1.209, 3.314], [-1.775, 0.134, 5.027], [-2.174, 1.449, 5.062], [-2.459, 2.116, 3.901], [-2.356, 2.034, 6.307], [-4.088, 0.937, -0.781], [-4.806, -0.604, -0.389], [-4.715, -0.085, -2.086], [-2.231, -0.342, -2.016], [-2.999, -1.818, -1.459], [-1.615, -1.676, 0.284], [-2.812, -0.509, 0.886], [-1.513, 1.346, 0.530], [-0.736, 0.657, -0.854], [0.643, 1.093, 1.344], [1.000, -0.266, 0.298], [-0.441, -1.654, 1.993], [1.116, -1.032, 2.499], [-2.227, 3.047, 3.992], [-1.524, 2.354, 6.674], [6.581, 3.596, -0.374], [5.554, 3.704, 0.730], [4.592, 2.638, 0.658], [4.984, 1.464, 1.141], [6.026, 1.217, 1.688], [4.003, 0.589, 0.896], [4.293, -0.756, 1.285], [6.084, 3.550, -1.344], [7.239, 4.465, -0.357], [7.191, 2.701, -0.255], [4.967, 4.613, 0.616], [6.015, 3.714, 1.717], [4.596, -0.802, 2.329], [5.075, -1.174, 0.654], [3.371, -1.314, 1.144], [-4.474, -5.645, 2.587], [-4.488, -4.544, 1.550], [-4.203, -5.046, 0.232], [-5.211, -5.666, -0.375], [-6.323, -5.818, 0.061], [-4.776, -6.100, -1.560], [-5.746, -6.837, -2.309], [-3.528, -6.187, 2.552], [-4.597, -5.220, 3.583], [-5.279, -6.357, 2.414], [-3.701, -3.822, 1.758], [-5.438, -4.011, 1.545], [-6.666, -6.268, -2.419], [-5.957, -7.788, -1.823], [-5.300, -7.013, -3.283], [3.347, 5.484, -5.260], [2.262, 5.244, -4.233], [1.948, 3.848, -4.100], [2.811, 3.134, -3.380], [3.793, 3.557, -2.824], [2.404, 1.866, -3.384], [3.268, 0.972, -2.676], [3.070, 5.038, -6.215], [3.495, 6.554, -5.404], [4.292, 5.046, -4.940], [1.329, 5.708, -4.545], [2.535, 5.650, -3.259], [3.435, 1.321, -1.659], [4.218, 0.873, -3.198], [2.764, 0.010, -2.654]],
  "atomic_forces_ev_per_a": [[0.3517, 0.1215, 0.1074], [-0.0314, -0.2113, 0.3859], [-0.3195, 0.5178, -0.7099], [0.1348, -0.2634, -0.1401], [-0.5403, 0.2308, 0.1735], [0.5471, 0.0887, -0.2774], [0.1939, -0.2737, 0.0904], [-0.3007, 0.1470, 0.3263], [0.0493, -0.2834, 0.0071], [-0.1056, 0.0069, -0.6327], [-0.3795, 0.1656, 0.5215], [0.5411, -0.1143, -0.0480], [0.5518, 0.2610, -0.3565], [-0.0441, 0.1611, -0.0856], [-0.1943, -0.0809, -0.0077], [-0.1360, 0.0163, -0.0762], [0.0066, 0.0348, -0.1470], [0.0009, -0.0817, -0.1826], [0.1563, -0.0499, 0.2064], [0.0659, -0.4176, 0.3899], [-0.0807, 0.0574, 0.1650], [0.0951, 0.1086, -0.0865], [0.2637, 0.1178, -0.1499], [0.1095, -0.1775, 0.0075], [-0.3100, 0.0137, 0.0841], [0.0726, -0.0032, 0.1635], [-0.4870, 0.0231, -0.0537], [-0.1940, -0.1593, 0.3004], [-0.0323, -0.1654, -0.1113], [0.1743, 0.2617, 0.0002], [-0.0617, -0.0252, 0.0409], [-0.0377, 0.1284, -0.1570], [0.0033, -0.0186, 0.0206], [-0.0636, -0.1720, 0.0293], [-0.0619, -0.0730, 0.0399], [-0.0225, 0.0685, 0.0141], [-0.0033, 0.0165, 0.0170], [0.0235, 0.0145, 0.0643], [-0.0923, -0.0564, -0.0114], [0.0068, -0.1091, 0.0015], [0.0568, 0.0223, -0.0027], [0.0551, 0.0211, 0.0423], [-0.0227, 0.0434, -0.0364], [-0.0280, -0.1809, -0.1195], [0.0286, 0.1748, 0.3545], [0.0205, 0.0393, -0.0437], [0.0677, -0.0255, 0.0313], [-0.0363, 0.0066, -0.0110], [-0.0028, 0.0047, -0.0214], [-0.0150, -0.0296, -0.1095], [0.0367, 0.0555, 0.0460], [0.0175, 0.0314, -0.0024], [-0.0419, 0.0414, 0.0088], [0.0461, -0.0057, -0.1441], [-0.0552, -0.0865, -0.0893], [-0.0206, -0.0018, 0.0498], [-0.0467, 0.0230, 0.0369], [0.0590, 0.0180, 0.0207], [0.0656, -0.1577, -0.0295], [0.0028, 0.2741, -0.0337], [-0.0163, -0.0285, 0.0253], [-0.0348, -0.0400, -0.0843], [0.0257, 0.0135, 0.0260], [0.0050, 0.0285, 0.0122], [0.0539, -0.1292, 0.1565], [-0.0381, 0.0521, -0.0154], [-0.0223, 0.0131, 0.0045], [-0.0008, 0.0270, 0.0473], [-0.0480, -0.0890, 0.0008], [0.0570, -0.0737, 0.0206], [0.0396, 0.0373, -0.0144], [0.0273, 0.0554, 0.0298], [-0.0853, 0.0401, -0.0789]]
}